32
Properties=species:S:1:pos:R:3:lowdin_spin:R:1 method="wB97M-V/def2-TZVPD" lumo_ev="5.69 / 5.67" total_energy_ha=-2013.50339 spin_multiplicity=3 s_squared=2.02 charge=-2 homo_ev="1.0587 / -0.4751"
C -0.796 0.923 -0.454 0.02
C -1.021 -0.483 -0.644 0.03
C 0.280 -1.143 -0.539 0.02
C -2.267 -1.114 -1.130 0.01
C 1.245 -0.108 -0.293 0.00
C 0.580 1.153 -0.280 0.09
C 1.232 2.484 -0.287 0.02
C -1.817 1.986 -0.660 0.00
C 0.580 -2.555 -0.925 0.01
C 2.720 -0.262 -0.385 0.00
W -0.378 -0.703 1.510 1.52
Cl -1.378 -2.724 1.535 0.10
Cl -2.461 0.282 2.006 0.04
Cl 1.694 -1.497 2.248 0.05
H -3.131 -0.469 -0.997 0.00
H -2.429 -2.024 -0.551 0.00
H -2.192 -1.393 -2.190 0.00
H -0.183 -3.251 -0.568 0.00
H 1.536 -2.878 -0.507 0.00
H 0.629 -2.650 -2.015 0.00
H 3.052 -1.249 -0.062 0.00
H 3.238 0.488 0.219 0.00
H 3.046 -0.121 -1.434 0.00
H 2.131 2.490 0.325 0.00
H 0.565 3.256 0.086 0.00
H 1.508 2.750 -1.319 0.01
H -2.827 1.600 -0.514 0.00
H -1.762 2.403 -1.681 0.00
H -1.665 2.824 0.039 0.00
O 0.670 1.694 2.517 0.04
H 0.320 1.343 3.375 0.00
F -0.720 -1.053 3.578 0.03



49
Properties=species:S:1:pos:R:3:nbo_charge:R:1 method="wB97M-V/def2-TZVPD" lumo_ev=3.53 total_energy_ha=-14802.02143 charge=-2 homo_ev=-2.0101
V 1.265 -0.392 -0.368 0.08
Se -4.090 5.094 1.815 -0.84
Sb -2.653 3.947 0.238 0.68
Se 3.487 0.897 -0.109 -0.01
Se 0.248 1.472 -0.391 0.06
Se -2.930 4.758 -2.010 -0.81
C 2.870 0.487 5.444 -0.64
C 1.578 0.866 4.799 0.14
C 0.636 1.818 5.117 -0.37
C -0.344 1.725 4.098 0.13
N -0.029 0.771 3.240 -0.27
N 1.134 0.262 3.682 -0.34
C -1.543 2.580 3.854 -0.63
H 3.018 1.071 6.351 0.21
H 3.713 0.673 4.775 0.23
H 2.886 -0.571 5.712 0.21
H 0.665 2.506 5.947 0.20
H 1.603 -0.418 3.098 0.44
H -2.038 2.876 4.780 0.20
H -2.266 2.055 3.232 0.24
H -1.267 3.496 3.328 0.23
C 2.102 -3.789 0.132 -0.90
S 1.088 -2.748 1.149 2.40
O 0.638 -3.549 2.251 -0.95
O 0.036 -2.160 0.287 -0.95
O 1.926 -1.563 1.508 -1.00
H 2.715 -4.389 0.799 0.24
H 2.707 -3.165 -0.517 0.26
H 1.438 -4.411 -0.465 0.23
C -3.184 0.490 -2.432 -0.39
N -2.875 -0.875 -2.051 -0.40
C -3.347 -1.469 -0.895 -0.09
C -2.777 -2.688 -0.839 -0.09
N -1.986 -2.790 -1.970 -0.41
C -1.090 -3.887 -2.235 -0.39
C -2.016 -1.666 -2.739 0.09
Se 1.540 -1.110 -2.350 -0.14
H -4.257 0.672 -2.361 0.19
H -2.854 0.654 -3.453 0.23
H -2.661 1.187 -1.781 0.22
H -4.005 -0.966 -0.208 0.22
H -2.840 -3.459 -0.092 0.21
H -1.579 -4.841 -2.032 0.18
H -0.188 -3.800 -1.625 0.21
H -0.801 -3.837 -3.282 0.22
I 5.386 -1.887 1.042 -0.05
C 4.848 -0.407 -0.488 -0.71
H 5.791 0.111 -0.622 0.21
H 4.613 -1.011 -1.358 0.22



14
Properties=species:S:1:pos:R:3:nbo_charge:R:1 method="wB97M-V/def2-TZVPD" lumo_ev=0.57 total_energy_ha=-5396.54284 charge=0 homo_ev=-9.8957
Br -2.599 -4.006 -0.941 0.05
Br -2.270 -3.134 2.118 0.05
C -3.083 -2.760 0.428 -0.57
H -2.789 -1.743 0.106 0.24
H -4.183 -2.771 0.549 0.23
O -0.128 1.903 -0.528 -0.61
C 1.045 1.587 -0.385 0.67
N 1.501 0.336 -0.696 -0.84
C 2.102 2.531 0.145 -0.72
H 2.482 0.074 -0.575 0.40
H 0.830 -0.346 -1.060 0.41
H 1.637 3.507 0.365 0.24
H 2.903 2.682 -0.598 0.23
H 2.552 2.138 1.072 0.23